15 unconnected molecules or ions with the total composition C54H68BClFN15O4 at a distorted geometry. Source: OMol25; level of theory: ωB97M-V/def2-TZVPD.

Values from the calculation:
- Relative energy (zero: lowest compared OMol25 entry of this formula, charge and spin): 1765.1 kJ/mol
- LUMO: -1.69 eV
- Gap between HOMO and LUMO: 0.24207 Ha
- Highest occupied orbital energy: -8.3 eV
- 2S+1: 1
- F_max: 10.77 eV/Å

Each line ends with the Löwdin charge.
Positions of all 144 atoms, in Å:
1 H -1.01802 0.25713 4.98780  0.107
2 H 9.85797 -6.30290 -3.72369  0.081
3 C 2.48932 -5.55633 5.59094  -0.204
4 H 3.92438 0.12009 -0.87717  0.073
5 H 4.48281 -2.49659 -1.61927  0.077
6 H -7.28693 6.99699 7.05838  0.077
7 H -1.10705 8.29640 -2.80065  0.039
8 C 0.39999 -1.08587 0.11004  0.024
9 C 4.08953 -5.91272 0.86403  -0.186
10 C -7.35116 5.17042 -7.02464  -0.065
11 C -0.43881 -0.15111 2.75885  -0.022
12 C -7.04016 5.26088 -5.53957  -0.136
13 N -6.78228 5.33600 -4.30753  0.099
14 C -4.35699 -10.39589 -0.27681  -0.217
15 C -6.59795 -0.99058 -0.15944  -0.211
16 H 11.77315 -3.22579 -7.49229  0.080
17 N -5.49949 -10.80746 -0.61647  0.070
18 H 9.64203 -5.55972 -5.32712  0.019
19 C -2.68868 1.14705 3.71465  -0.128
20 C 1.61583 1.33945 4.22425  -0.151
21 H 12.88284 -4.61478 -7.58932  0.079
22 H -1.87520 9.68810 -3.60268  0.075
23 H -4.69599 5.10636 -1.96793  0.082
24 O -4.57441 -0.04868 -2.01028  -0.011
25 H 0.45421 2.44251 0.80275  0.038
26 C -3.99738 1.04734 2.73161  0.001
27 H -3.45466 7.24742 4.08917  0.052
28 H -2.44154 -0.58590 -3.42213  0.093
29 C 6.87480 -1.70885 -2.77316  -0.155
30 C -1.23926 2.44256 -0.52823  -0.161
31 C -3.11047 5.44717 -3.38553  -0.191
32 C -1.55362 -0.01113 3.95540  -0.159
33 N 5.75023 -1.15488 -2.63716  0.107
34 C -6.59564 6.89387 6.21740  -0.075
35 C -7.33501 -1.43992 1.26697  -0.083
36 H -3.00750 -8.81973 0.30092  0.034
37 H -4.06248 8.82641 3.53486  0.076
38 C 0.13792 2.93874 -0.11896  -0.061
39 H 1.83962 2.34359 -4.27330  0.075
40 C 3.84847 -2.72705 1.96288  -0.096
41 H -3.55222 4.72028 5.07005  0.060
42 C -5.34833 7.72597 6.46676  -0.210
43 N 10.98446 -3.19730 -3.42461  0.095
44 H 4.28151 -6.40802 6.42871  0.076
45 C -0.06855 -1.87179 -1.29030  -0.150
46 H 12.00410 -4.07415 -9.04047  0.078
47 C 11.93916 -4.20179 -7.95637  -0.064
48 H -1.15559 -4.17579 0.31309  0.065
49 C -2.53730 2.56790 4.58296  -0.026
50 C -4.38872 4.74705 -2.95396  -0.094
51 H 2.91251 3.73041 -4.58240  0.078
52 H 0.11023 4.01871 0.04950  0.084
53 H -5.18700 4.95230 -3.67237  -0.029
54 N -2.05009 6.02811 -3.74353  0.069
55 N 0.90408 10.87254 -2.23324  0.073
56 O -2.97953 -2.22338 1.90983  -0.059
57 H -6.38387 0.16307 -0.14132  0.113
58 C 2.24923 0.31333 1.69165  -0.392
59 C -0.13061 10.18212 -2.44014  -0.217
60 H -4.20078 0.07512 2.09975  0.072
61 H 0.86277 2.71990 -0.90794  0.041
62 C 1.10202 0.48428 2.89618  -0.089
63 N 1.51056 -5.59471 4.79683  0.091
64 H 5.30330 -1.23121 0.80444  0.084
65 H -6.06129 2.13897 1.81244  0.080
66 C 3.66905 -5.51020 6.54826  -0.077
67 H -2.57682 -4.39588 1.36274  0.062
68 C -3.67965 3.75882 4.41546  -0.073
69 C 10.68917 -4.32425 -3.90716  -0.188
70 H 3.56557 2.07441 -4.61823  0.078
71 C 10.33308 -5.68265 -4.48877  -0.096
72 C 3.78827 -2.18765 -0.69849  -0.228
73 H -1.11840 -1.66938 -3.74286  0.087
74 H -2.09893 -1.05139 4.16847  0.132
75 H 8.51982 -2.37868 -3.99171  0.062
76 C 2.82868 -2.78831 2.95968  0.021
77 H -2.25496 -10.11854 -0.65652  0.075
78 H 2.97399 -3.05088 -0.56820  0.112
79 H -4.22363 3.66721 -2.90389  0.064
80 Cl 3.97631 1.04661 1.86022  0.565
81 C -2.01104 -4.82166 0.52962  -0.064
82 C -1.37791 9.35002 -2.68950  -0.094
83 C -1.66219 -1.59741 -1.71832  -0.097
84 H 1.67581 3.09501 2.61801  0.110
85 C 8.23042 -2.37650 -2.93719  -0.109
86 H 8.98536 -1.83370 -2.36193  0.068
87 H -2.06921 9.45313 -1.84852  0.072
88 H 8.18347 -3.40854 -2.57871  0.073
89 C -3.81375 7.80851 3.22215  -0.078
90 H -7.74279 -0.52888 1.87894  0.075
91 N -1.98911 -1.49789 -3.19255  0.077
92 N -6.06249 6.56822 2.15512  0.087
93 H 0.82135 3.49236 4.29189  0.117
94 H -6.32478 5.84026 6.10625  0.069
95 N 5.14991 -5.33178 0.50603  0.094
96 H -4.62796 0.85862 -1.54840  0.096
97 H -7.09293 7.23195 5.30422  0.072
98 H 2.01300 -6.40759 0.57719  0.067
99 C -5.04280 7.13059 2.63888  -0.201
100 C -0.74338 -0.93361 1.32133  0.041
101 N 3.41772 2.90397 -1.40995  0.109
102 C -1.52849 -6.21714 0.89033  -0.173
103 H 2.50401 -6.25353 2.28163  0.044
104 H -3.01973 7.85064 2.47143  0.077
105 C 1.92757 -0.49591 0.26414  -0.057
106 C 2.81128 -6.61284 1.29560  -0.070
107 C -2.97980 -9.89971 0.13246  -0.100
108 C 1.73679 2.94030 3.78852  -0.141
109 H -7.26647 -1.28278 -1.08530  0.139
110 H 1.96581 -2.63043 3.76660  0.052
111 H 2.97637 -7.69268 1.34567  0.076
112 H -2.65566 -4.86646 -0.35256  0.087
113 F 3.00246 3.56897 4.26637  -0.147
114 O 0.74587 -2.66850 -1.99695  -0.035
115 C -5.14122 2.25338 2.55088  -0.051
116 C 3.08176 -0.69431 -0.92992  -0.174
117 H -2.66352 -10.39593 1.05416  0.076
118 H 5.61592 -3.07302 0.55529  0.074
119 H -7.28749 6.16244 -7.47998  0.079
120 C -4.99946 3.64604 3.41681  -0.074
121 C -2.69951 -1.44123 -0.62077  0.048
122 H -6.55525 -2.10734 1.86116  0.098
123 C -2.24205 -1.59389 0.98090  -0.186
124 H -8.24265 -2.11980 0.94815  0.079
125 H 11.23738 -6.18499 -4.84336  0.076
126 B -4.30480 -1.11307 -0.97985  -0.404
127 H 2.73776 0.98823 4.41503  0.112
128 N -1.12829 -7.37487 1.18957  0.088
129 O -5.37514 -1.82927 -0.25832  -0.048
130 C 10.79421 -5.14057 -7.61269  -0.179
131 H -8.36038 4.77561 -7.17087  0.079
132 N -2.38176 2.03098 -0.86788  0.121
133 H 0.96422 1.16217 5.18046  0.103
134 C 2.84884 2.73839 -4.12706  -0.069
135 H 2.56834 -0.76887 -2.00386  0.117
136 H -1.65897 2.74446 5.34980  0.081
137 C 3.15984 2.82886 -2.64199  -0.188
138 N 9.84428 -5.91931 -7.32765  0.098
139 N -4.31365 8.41639 6.67366  0.091
140 H -5.80382 4.51253 3.34614  0.046
141 H 3.31025 -5.45871 7.57996  0.075
142 H -6.63443 4.50644 -7.51581  0.080
143 C 4.74550 -2.25974 0.63281  -0.229
144 H 4.28341 -4.62972 6.34059  0.076